# 1
ORCA calculation (wB97M-V/def2-TZVPD) on a 6-piece molecular cluster, H12O6 overall.

```
18
H12O6 | the OMol25 dataset | wB97M-V/def2-TZVPD
O -2.007 -0.989 1.355
H -2.682 -1.515 0.915
H -2.433 -0.648 2.148
O -0.329 0.342 -0.528
H -1.028 0.453 -1.179
H -0.786 0.208 0.316
O -0.243 -2.690 3.039
H -0.275 -2.137 2.253
H -0.081 -2.082 3.765
O 0.841 -1.896 -1.713
H 1.778 -2.083 -1.611
H 0.687 -1.084 -1.204
O 2.481 1.211 -0.386
H 2.848 1.434 -1.246
H 1.526 1.201 -0.527
O 0.195 3.273 -2.005
H -0.552 3.778 -2.338
H 0.058 3.223 -1.054
```

Its LUMO energy is 0.0024 Ha. As for the total charge: 0. The value obtained for the energy above the lowest of the compared OMol25 structures with the same formula, charge and spin is 114.28 kJ/mol. Its HOMO energy is -10.705 eV.

natural (NBO) population analysis, charges in e, atoms 1 to 8: number 1, O, carries -0.96; number 2, H, carries 0.49; number 3, H, carries 0.48; number 4, O, carries -0.98; number 5, H, carries 0.49; number 6, H, carries 0.51; number 7, O, carries -0.94; number 8, H, carries 0.48

# 2
ORCA calculation (wB97M-V/def2-TZVPD) on C5H11NO2 as an isolated structure in a non-equilibrium geometry.

```
19
C5H11NO2 | the OMol25 dataset | wB97M-V/def2-TZVPD
C 0.382 1.761 0.184
C 1.074 0.487 -0.193
C 0.144 -0.709 -0.190
C -1.357 -0.301 -0.672
C 1.004 -1.870 -0.303
H -0.714 1.798 -0.002
H 0.529 1.821 1.370
H 0.889 2.796 -0.524
H 1.468 0.495 -1.336
H 1.994 0.207 1.390
H -1.443 0.725 -1.199
H -1.688 -1.299 -1.268
H -2.959 0.810 0.151
H -2.476 -1.297 1.297
H 2.066 -1.836 -0.410
H 0.293 -2.541 -0.536
N -1.989 0.040 0.837
O 2.306 0.271 0.362
O 0.477 -1.356 1.041
```

Its LUMO energy is 0.0013 Ha. As for the total charge: 0. The value obtained for the energy above the lowest of the compared OMol25 structures with the same formula, charge and spin is 988.43 kJ/mol. Its HOMO energy is -9.586 eV.

natural (NBO) population analysis, charges in e, atoms 1 to 8: number 1, C, carries -0.62; number 2, C, carries 0.07; number 3, C, carries 0.16; number 4, C, carries -0.28; number 5, C, carries -0.14; number 6, H, carries 0.21; number 7, H, carries 0.22; number 8, H, carries 0.21

# 3
ORCA calculation (wB97M-V/def2-TZVPD) on C34H29Br12F5 as an isolated structure in a non-equilibrium geometry.

```
80
C34H29Br12F5 | the OMol25 dataset | wB97M-V/def2-TZVPD
C 8.411 5.664 16.098
Br 9.981 4.481 16.515
Br 6.849 4.702 15.486
Br 8.891 6.918 14.713
H 8.124 6.279 16.922
C 15.496 6.202 19.513
Br 17.465 6.238 19.481
Br 14.839 5.900 21.383
Br 14.895 4.816 18.305
H 15.148 7.143 19.167
C 16.051 8.502 8.788
Br 15.928 7.607 7.038
Br 16.807 7.328 10.138
Br 14.365 9.285 9.428
H 16.711 9.341 8.685
C 8.706 6.345 10.544
Br 7.483 7.709 11.294
Br 10.557 6.791 10.903
Br 8.402 6.100 8.610
H 8.428 5.412 11.030
F 18.328 10.277 15.771
C 17.331 10.759 16.548
C 16.781 9.906 17.478
C 15.798 10.314 18.348
C 15.334 11.618 18.297
C 15.921 12.486 17.396
C 16.922 12.089 16.508
H 17.160 8.884 17.431
H 15.336 9.671 19.080
H 14.513 11.905 18.931
H 15.503 13.491 17.355
H 17.407 12.775 15.822
F 17.353 6.591 16.156
C 17.687 6.083 14.920
C 18.876 6.379 14.374
C 19.234 5.911 13.124
C 18.312 5.162 12.393
C 17.081 4.914 12.952
C 16.768 5.354 14.225
H 19.586 6.984 14.905
H 20.177 6.227 12.693
H 18.524 4.885 11.372
H 16.364 4.319 12.408
H 15.795 5.194 14.619
F 20.417 8.968 11.654
C 19.297 9.700 11.523
C 18.963 10.301 10.337
C 17.955 11.229 10.313
C 17.215 11.491 11.442
C 17.538 10.842 12.644
C 18.567 9.941 12.674
H 19.560 10.024 9.467
H 17.801 11.809 9.407
H 16.520 12.341 11.508
H 17.021 11.143 13.542
H 18.809 9.400 13.573
F 12.325 10.650 10.820
C 10.989 10.750 11.077
C 10.110 11.169 10.089
C 8.769 11.392 10.433
C 8.380 11.261 11.717
C 9.305 10.828 12.697
C 10.622 10.551 12.386
H 10.553 11.190 9.104
H 8.033 11.693 9.699
H 7.332 11.407 11.968
H 8.988 10.775 13.719
H 11.338 10.265 13.149
F 12.709 6.476 15.909
C 13.301 7.417 15.110
C 14.510 8.049 15.464
C 15.230 8.770 14.501
C 14.725 8.886 13.235
C 13.597 8.200 12.871
C 12.878 7.487 13.822
H 14.930 7.794 16.413
H 16.116 9.250 14.871
H 15.202 9.540 12.517
H 13.196 8.251 11.866
H 12.011 6.855 13.555
```

Its LUMO energy is -0.0089 Ha. As for the total charge: 0. The value obtained for the energy above the lowest of the compared OMol25 structures with the same formula, charge and spin is 0.00 kJ/mol. Its HOMO energy is -9.261 eV.

Löwdin population analysis, charges in e, atoms 1 to 8: number 1, C, carries -1.54; number 2, Br, carries 0.54; number 3, Br, carries 0.56; number 4, Br, carries 0.54; number 5, H, carries -0.04; number 6, C, carries -1.52; number 7, Br, carries 0.55; number 8, Br, carries 0.52

# 4
ORCA calculation (wB97M-V/def2-TZVPD) on C29H33CrN6O4S2 as an isolated structure in a non-equilibrium geometry.

```
75
C29H33CrN6O4S2 | the OMol25 dataset | wB97M-V/def2-TZVPD
Cr 0.550 0.805 1.571
C 1.224 1.285 -7.187
O 1.868 0.721 -6.044
C 1.404 -0.438 -5.557
C 0.332 -1.147 -6.093
C -0.065 -2.338 -5.506
C 0.539 -2.791 -4.343
C 1.631 -2.086 -3.814
C 2.069 -0.937 -4.428
N 0.022 -3.970 -3.767
N 0.152 -4.242 -2.560
C 0.302 -3.369 -1.479
C 0.878 -3.891 -0.340
C 1.084 -3.135 0.828
C 0.725 -1.820 0.856
O 0.764 -1.003 1.949
C 0.183 -1.253 -0.310
N -0.108 0.074 -0.171
C -0.796 0.673 -1.132
C -1.266 -0.024 -2.247
C -0.969 -1.360 -2.394
C -0.160 -2.004 -1.444
H 1.733 2.222 -7.378
H 0.169 1.477 -6.986
H 1.325 0.636 -8.057
H -0.182 -0.790 -6.974
H -0.892 -2.909 -5.913
H 2.142 -2.468 -2.937
H 2.930 -0.389 -4.061
H 1.200 -4.924 -0.381
H 1.522 -3.590 1.710
H -1.011 1.725 -0.993
H -1.869 0.491 -2.982
H -1.399 -1.913 -3.220
C 3.569 -0.016 2.036
O 2.672 0.629 1.104
C 3.189 1.880 0.649
C 2.176 2.436 -0.293
O 0.944 2.664 0.424
C 0.537 4.045 0.444
H 4.546 -0.126 1.567
H 3.154 -0.989 2.264
H 3.659 0.568 2.950
H 4.141 1.739 0.136
H 3.344 2.549 1.501
H 1.966 1.714 -1.084
H 2.545 3.356 -0.743
H 0.501 4.430 -0.573
H 1.223 4.641 1.046
H -0.460 4.096 0.867
C -1.546 -0.266 5.670
N -0.481 0.176 4.773
C 0.131 1.343 4.852
N -0.132 2.150 5.875
S 1.251 1.858 3.636
H -2.022 -1.140 5.236
H -2.297 0.519 5.775
H -1.160 -0.528 6.656
H -0.178 -0.440 4.033
H -0.630 1.829 6.690
H 0.378 3.014 5.954
S -3.485 2.535 2.700
C -1.833 2.337 2.380
N -1.435 1.140 2.039
C -2.520 0.243 2.042
C -2.495 -1.130 1.787
C -3.678 -1.836 1.843
C -4.892 -1.208 2.157
C -4.929 0.140 2.439
C -3.732 0.850 2.382
H -1.147 3.167 2.480
H -1.574 -1.642 1.553
H -3.664 -2.901 1.649
H -5.807 -1.785 2.185
H -5.858 0.633 2.699
```

As for the multiplicity: 2. Its LUMO energy (alpha / beta) is -0.2600 / -0.2347 Ha. As for the total charge: +2. Its HOMO energy (alpha / beta) is -12.004 / -12.023 eV.

Löwdin population analysis, charges in e, atoms 1 to 8: number 1, Cr, carries 0.69; number 2, C, carries -0.05; number 3, O, carries -0.07; number 4, C, carries -0.28; number 5, C, carries 0.00; number 6, C, carries -0.01; number 7, C, carries -0.31; number 8, C, carries -0.03